1.
Density functional theory data (ωB97M-V/def2-TZVPD) for a structure of composition C10H8CoNO5S2.

Computed properties:
Charge: -1
<S²>: 0.773
Molar mass in g/mol: 345.24
Relative energy (zero: lowest compared OMol25 entry of this formula, charge and spin) in kcal per mole: 13.8
2S+1: 2
LUMO (alpha / beta) in eV: 1.854 / 1.818
Gap between HOMO and LUMO (alpha / beta) in eV: 7.132 / 7.099
E_tot in Ha: -2996.06069

XYZ file:
```
27
C10H8CoNO5S2 | OMol25 | ωB97M-V/def2-TZVPD
Co -0.0808 -0.2892 -0.1042
O 3.6316 0.4700 0.8444
C 2.4246 0.4095 0.9876
O 1.6874 -0.5548 0.4991
C 1.7020 1.3958 1.8911
C 0.6530 0.6454 2.7152
C 0.1094 1.5098 3.8525
C -0.8350 2.4772 3.0923
C -0.6045 2.0437 1.6504
O -0.4643 0.6025 1.7926
C 0.7965 2.4645 1.1802
C 0.8672 2.4847 -0.3429
O 1.3719 3.4379 -0.9213
O 0.3025 1.4706 -0.9030
H 2.4575 1.8781 2.5083
H 0.9336 -0.3674 2.9865
H 0.9163 2.0201 4.3785
H -0.4402 0.9055 4.5733
H -0.5903 3.5281 3.2418
H -1.8748 2.3192 3.3762
H -1.4064 2.2567 0.9512
H 1.0444 3.4646 1.5326
S -0.0068 -3.0522 -1.9492
C 0.0564 -1.7030 -1.2991
S -4.5570 0.6705 -1.0303
C -3.0533 0.1718 -0.6201
N -2.0045 -0.2195 -0.2894
```



2.
Density functional theory data (ωB97M-V/def2-TZVPD) for a cluster of 2 separate species, C3H2FO2 in total.

Computed properties:
Charge: -1
Molar mass in g/mol: 89.04
Relative energy (zero: lowest compared OMol25 entry of this formula, charge and spin) in kcal per mole: 59.3
LUMO in eV: 3.625
Gap between HOMO and LUMO in eV: 6.558
E_tot in Ha: -365.81568

XYZ file:
```
8
C3H2FO2 | OMol25 | ωB97M-V/def2-TZVPD
C -1.8255 0.1155 0.0772
C -1.0839 1.1455 0.6519
C 2.2114 -0.4223 -0.2700
O 2.1203 -1.2763 0.4988
O 2.4645 0.2997 -1.0947
F 0.4223 0.9486 0.4544
H -1.4592 -1.0133 -0.3066
H -2.8500 0.2026 -0.0110
```



3.
Density functional theory data (ωB97M-V/def2-TZVPD) for a cluster of 2 separate species, C21H19NO8 in total.

Computed properties:
Charge: -2
Molar mass in g/mol: 413.38
LUMO in eV: 3.562
Gap between HOMO and LUMO in eV: 1.774
E_tot in Ha: -1467.90374

XYZ file:
```
49
C21H19NO8 | OMol25 | ωB97M-V/def2-TZVPD
C 0.6092 1.7834 1.8260
C -0.4213 1.1314 1.1094
C -0.8330 -0.4042 1.2008
C -0.8199 -0.9172 2.7566
C -2.2518 -0.7172 3.4760
O -2.8121 0.3834 3.6645
O -2.8978 -1.9041 3.9849
O -2.2426 -0.6741 0.8550
C -2.3498 -2.0581 0.4522
O -3.4115 -2.6837 0.1967
O -1.0535 -2.6608 0.4338
C -0.1512 -1.4965 0.2775
C -0.0718 -1.3312 -1.3164
C -0.7391 -0.0267 -1.9177
C -2.2480 0.1390 -2.2747
C -2.7889 1.4724 -2.9108
C -1.8519 2.7030 -3.2315
C -0.3328 2.5274 -2.8548
C 0.1945 1.2084 -2.2247
C 1.7686 1.1406 -1.8969
C 1.2694 -2.1242 0.6443
C 2.5037 -1.3424 1.1904
C 3.8798 -1.9478 1.5307
N 4.1306 -3.3371 1.3227
C 3.0414 -4.0831 0.7962
C 1.6018 -3.6633 0.4371
H 1.0791 2.7815 1.4777
H 1.0040 1.4019 2.8453
H -1.0657 1.7940 0.4146
H -0.5355 -2.0236 2.8514
H -0.0686 -0.3342 3.4027
H -3.3198 -2.4037 3.2474
H -0.5762 -2.2616 -1.7897
H 1.0355 -1.4087 -1.6451
H -3.0006 -0.7091 -2.1110
H -3.8951 1.6083 -3.2137
H -2.2578 3.6612 -3.7283
H 0.3375 3.4349 -3.1142
H 2.2669 0.4293 -2.6566
H 2.2264 2.1943 -1.9917
H 1.8831 0.6885 -0.8548
H 2.3807 -0.2062 1.3484
H 4.7264 -1.2763 1.9215
H 3.2722 -5.2000 0.6000
H 0.8527 -4.4156 0.0201
C 0.5034 5.2585 -1.0981
O 0.9955 4.5753 -0.1624
O -0.5946 5.9065 -1.0283
O 1.0282 5.3876 -2.2625
```



4.
Density functional theory data (ωB97M-V/def2-TZVPD) for the ion C6H16BN2O2 with charge -1.

Computed properties:
Charge: -1
Molar mass in g/mol: 159.02
LUMO in eV: 3.585
Gap between HOMO and LUMO in eV: 7.561
E_tot in Ha: -523.02703

XYZ file:
```
27
C6H16BN2O2 | OMol25 | ωB97M-V/def2-TZVPD
C 0.9423 1.5486 -1.6346
C -0.0470 0.4848 -2.2670
C -1.5365 0.5928 -1.7454
C -2.0091 -0.6230 -0.8476
C -0.8936 -1.1387 0.1685
C -0.3493 -0.0087 1.1223
B 1.1251 -0.3023 1.8111
N 2.0122 -1.3113 1.0800
O 0.8678 -0.8665 3.2151
N 1.6364 -0.1080 4.0519
O 0.9264 0.6044 4.7192
H 1.7688 1.0905 -1.0365
H 1.4312 2.2090 -2.3998
H 0.3494 2.2272 -0.9678
H -0.0732 0.7051 -3.3723
H 0.3378 -0.5653 -2.1867
H -1.7413 1.5772 -1.2401
H -2.1941 0.5914 -2.6644
H -2.9471 -0.3251 -0.2958
H -2.3265 -1.4380 -1.5636
H -0.1138 -1.6636 -0.4324
H -1.4147 -1.9105 0.8053
H -0.3795 1.0162 0.6496
H -1.0907 0.0563 1.9775
H 1.7343 0.7423 1.8732
H 2.4016 -0.9574 0.2101
H 1.5833 -2.2273 0.9701
```